ORCA calculation (wB97M-V/def2-TZVPD) on a structure of composition C5H5NS2 in a non-equilibrium geometry.

Last column: Löwdin charge in e.
Atoms and positions in Å:
S -1.09538 -1.93505 3.32413  0.501
S -1.31892 0.38227 1.31434  0.820
N 2.57447 -0.99465 0.58286  0.151
C -1.38284 0.57628 -1.39444  -0.047
C 1.87483 -0.22609 0.03065  -0.263
C 0.95280 0.71406 -0.60889  -0.247
C -0.46867 0.58589 -0.43938  -0.587
C -0.54613 -1.16353 1.90221  -0.981
H 1.19890 0.39752 -1.84463  0.197
H -2.47172 0.30133 -1.18161  0.077
H 1.44353 1.97816 -0.68089  0.225
H -1.34604 0.88141 -2.51260  0.104
H 0.58518 -1.49759 1.50825  0.049

Its spin multiplicity is 1. As for the relative energy (zero: lowest compared OMol25 entry of this formula, charge and spin): 376.38 kJ/mol. The value obtained for the LUMO energy is -0.56 eV. The HOMO energy is -0.3205 Eh. The calculation puts the HOMO-LUMO gap at 8.160 eV. The total energy is -1044.49195 a.u.